Entry 1:
This record from the OMol25 dataset describes a structure of composition C12H24O4S2. The level of theory is ωB97M-V/def2-TZVPD.

```
42
Properties=species:S:1:pos:R:3:lowdin_charge:R:1
H 2.333 -1.129 2.111 0.1733
H -1.110 0.830 0.651 0.1229
C -4.708 5.146 -1.357 -0.3243
H 1.291 -4.495 -0.685 0.0493
C -6.110 5.520 -1.376 -0.1173
H -0.317 3.550 -0.439 0.0825
H -0.617 3.232 1.349 0.1223
C -2.187 3.410 -0.178 -0.2578
H -6.722 4.968 -0.691 0.0782
H -0.895 1.220 -1.168 0.2099
H -3.005 2.652 0.613 0.1767
C 0.149 -2.940 0.059 -0.3960
C -2.649 4.815 0.228 -0.2077
O 3.001 -4.169 1.251 -0.3177
H -4.904 4.322 0.749 0.1798
O 3.781 -2.210 0.062 -0.2380
H 1.192 1.158 1.215 0.1527
H -4.296 6.114 0.305 0.0386
H -4.015 5.614 -1.950 0.0918
H 1.776 -3.093 -1.672 0.1857
H -0.119 -0.927 1.099 0.1472
H -6.171 6.364 -0.870 0.0315
C 0.746 -1.412 0.536 -0.6082
H -0.597 -2.625 -1.187 0.2316
C -4.292 5.158 0.058 -0.2074
C 0.934 1.140 0.051 -0.3283
C -0.758 2.981 0.294 -0.2354
H -2.265 4.998 1.293 0.1135
C -0.394 1.524 0.104 -0.3408
H -0.853 -4.476 0.557 0.0601
O -0.626 -3.674 0.868 0.0738
O 0.570 -0.683 -1.915 -0.4741
S 2.810 -2.889 0.658 0.5982
H -2.501 3.042 -1.193 0.1039
C 1.400 -3.508 -0.511 -0.1782
C 1.581 -1.966 1.664 -0.1555
H -6.446 5.250 -2.386 0.1006
S 1.297 -0.595 -0.613 0.9114
H -1.941 5.450 -0.424 0.1203
H 1.588 1.863 -0.383 0.0943
H -4.578 3.999 -1.443 0.1338
H 1.305 -2.514 2.338 0.0027
```

=====

Entry 2:
This record from the OMol25 dataset describes a structure of composition C15H20HfNO4. The level of theory is ωB97M-V/def2-TZVPD.

```
41
Properties=species:S:1:pos:R:3:lowdin_charge:R:1
H 4.222 1.942 -0.388 0.0368
H -0.824 0.805 3.782 0.1142
C 1.481 1.762 -1.944 -0.2508
H 3.438 0.746 0.644 0.0416
C -1.838 -2.139 -0.092 -0.3120
C 1.000 -0.961 1.592 -0.1353
C -0.490 0.107 3.014 -0.2502
H -3.915 -1.369 -0.515 0.0938
H 2.109 -0.681 -2.564 0.0499
C 2.751 -0.425 -1.712 -0.1874
N -3.421 1.324 1.781 -0.4581
O -0.520 1.072 -0.446 -0.3707
H -2.040 -2.853 0.707 0.1020
C 0.037 1.997 -1.371 -0.2481
Hf -1.332 -0.037 0.836 1.6062
C 3.237 1.506 -0.126 -0.1861
H 0.276 -2.623 -0.733 0.0970
H 1.908 -1.166 1.021 0.0884
H -1.636 -1.753 3.534 0.1091
O -4.415 1.984 1.893 0.1192
C -0.861 -1.278 2.931 -0.2021
C -2.857 -1.364 -0.770 -0.2309
H 2.538 -1.151 -0.917 0.0125
O -2.198 1.802 1.834 -0.1019
O -3.435 0.018 1.520 -0.1394
H 1.364 1.391 -2.973 0.0793
H 0.126 -3.000 1.882 0.1139
H -0.650 2.026 -2.238 0.0923
C -0.932 -1.287 -2.057 -0.1199
C 0.075 -1.927 2.073 -0.1743
H 2.663 2.323 0.330 0.0536
H 0.033 2.999 -0.916 0.0925
H 1.886 2.784 -2.065 0.0752
H 3.795 -0.617 -2.017 0.0415
C -0.631 -2.043 -0.883 -0.1709
H 1.272 1.208 2.140 0.1141
C 0.659 0.305 2.167 -0.1754
H -0.260 -1.135 -2.902 0.0959
H -2.849 -0.369 -2.780 0.0929
C -2.294 -0.881 -1.991 -0.1329
C 2.529 0.956 -1.282 -0.4756
```

Summary:
net charge	-1

=====

E_LUMO in Eh, matching the order above: 0.0184; 0.0892
HOMO-LUMO gap in Ha, matching the order above: 0.3417; 0.1042
Maximum force in eV/Å, matching the order above: 16.67; 2.64